2 unconnected molecules or ions with the total composition C5H13N3, computed with ωB97M-V/def2-TZVPD.

Element x y z (Å)
H 1.949 1.332 1.840
N 2.435 0.669 1.241
C 1.905 0.616 0.092
N 2.433 -0.191 -0.890
C 2.307 0.236 -2.279
H 0.953 1.083 -0.157
H 3.356 -0.497 -0.629
H 2.780 -0.491 -2.932
H 1.251 0.291 -2.542
H 2.767 1.214 -2.444
C -3.358 0.520 1.707
C -2.823 -0.259 0.771
C -1.335 -0.327 0.551
N -0.823 -1.693 0.453
H -4.433 0.568 1.833
H -2.761 1.027 2.455
H -3.501 -0.704 0.050
H -1.153 0.234 -0.382
H -0.825 0.212 1.348
H 0.169 -1.677 0.228
H -1.292 -2.165 -0.314

## Properties
Maximum force (hartree/bohr): 0.0192
HOMO energy (Eh): -0.337
SMILES: [H]/N=C/NC.C=CCN
HOMO-LUMO gap (hartree): 0.3689
LUMO level (eV): 0.870
Multiplicity: 1
ΔE to the lowest compared entry with this formula, charge and spin (kcal per mole): 35.7

C4H5NO in the gas phase, computed with ωB97M-V/def2-TZVPD.

Element x y z (Å)
O 0.138 1.992 -0.066
C 0.153 1.214 -0.990
C 0.113 -0.288 -0.842
C 0.311 -0.768 0.579
C -0.503 -0.266 1.660
N -0.883 -1.402 1.286
H 0.180 1.578 -2.041
H -0.864 -0.616 -1.229
H 0.855 -0.717 -1.526
H 1.280 -1.225 0.793
H -0.781 0.498 2.377

## Properties
Maximum force (hartree/bohr): 0.0110
HOMO energy (Eh): -0.366
SMILES: O=CC[C@H]1C=N1
HOMO-LUMO gap (hartree): 0.4033
LUMO level (eV): 1.006
Multiplicity: 1
ΔE to the lowest compared entry with this formula, charge and spin (kcal per mole): 56.5

A molecular structure, C5H9ClI2O2PSm at a distorted geometry, computed with ωB97M-V/def2-TZVPD.

Element x y z (Å)
I -3.108 -4.156 -3.311
I -5.069 -3.253 -1.699
Sm 0.648 -1.227 1.451
P 0.478 1.017 -0.032
C -0.612 1.033 -1.384
C 0.040 2.300 1.121
H 2.858 1.307 0.249
H 2.111 2.322 -1.036
H 2.452 0.584 -1.332
C 2.141 1.330 -0.585
H 0.698 2.299 2.002
H 0.145 3.233 0.566
H -0.517 2.023 -1.826
H -1.650 0.858 -1.066
H -0.999 2.179 1.464
H -0.350 0.261 -2.122
C -0.849 -1.967 0.019
O -1.679 -2.474 -0.719
Cl 2.177 -0.148 2.732
O 0.559 -4.261 3.057
C 0.528 -3.259 2.452

## Properties
Maximum force (hartree/bohr): 0.2966
HOMO energy (spin up / spin down) (Eh): -0.513 / -0.513
HOMO-LUMO gap (spin up / spin down) (hartree): 0.1469 / 0.1460
LUMO level (spin up / spin down) (eV): -9.969 / -9.993
Multiplicity: 6
ΔE to the lowest compared entry with this formula, charge and spin (kcal per mole): 52.9
Net charge: +2

A molecular structure, C25H44Cl3CoN4O3Si at a distorted geometry, computed with ωB97M-V/def2-TZVPD.

Element x y z (Å)
C -1.389 -1.575 -2.996
C -0.963 -2.531 -1.932
H -0.924 -1.782 -3.972
H -1.115 -0.548 -2.696
H -2.491 -1.594 -3.113
C -0.467 -3.762 -2.154
C -0.233 -4.357 -3.502
H -0.222 -4.402 -1.304
H -0.277 -3.619 -4.317
H -0.973 -5.143 -3.718
H 0.756 -4.840 -3.533
Co -0.777 0.688 0.359
Cl -2.925 0.944 0.211
Cl 0.378 1.797 -1.236
H 0.910 4.587 3.787
H -1.367 5.817 3.046
C 1.075 4.411 2.717
C -0.989 5.612 2.033
N -0.204 4.390 2.019
H 1.591 3.463 2.570
C -0.695 3.255 1.531
O -0.009 2.202 1.499
H -1.838 5.493 1.351
H -1.728 3.286 1.133
H 1.679 5.238 2.322
H -0.367 6.455 1.711
H 1.711 -1.013 -2.625
H 1.915 -3.419 -1.459
C 2.557 -0.645 -2.031
C 2.924 -2.993 -1.309
N 2.841 -1.582 -0.962
H 2.287 0.329 -1.607
C 3.017 -1.178 0.314
O 2.918 0.002 0.698
H 3.420 -3.524 -0.485
H 3.291 -2.011 1.003
H 3.430 -0.553 -2.692
H 3.498 -3.109 -2.243
O -0.173 -0.975 -0.383
C -1.112 -1.967 -0.527
C 0.168 -3.385 1.129
C -1.050 -3.017 0.577
H 1.076 -2.881 0.766
C 0.226 -4.375 2.111
H -2.132 -1.541 -0.482
C -2.216 -3.680 0.976
H 1.191 -4.637 2.557
C -0.933 -5.055 2.507
C -2.157 -4.698 1.931
H -3.158 -3.397 0.507
H -0.893 -5.842 3.265
H -3.069 -5.213 2.228
Si -0.606 3.771 -3.467
Cl -1.252 1.772 -3.877
C 1.240 4.039 -3.301
C -1.638 4.371 -2.033
C -1.128 4.795 -4.998
H 1.723 3.255 -2.706
H 1.418 4.990 -2.790
H 1.726 4.094 -4.284
H -0.407 4.654 -5.813
H -1.145 5.868 -4.749
H -2.130 4.507 -5.339
H -1.555 3.676 -1.190
H -2.701 4.440 -2.327
H -1.292 5.365 -1.715
C 2.489 -0.987 4.254
C 1.137 -0.813 3.715
C -0.134 -1.186 4.156
C -1.045 -0.751 3.171
N -0.356 -0.190 2.153
N 0.947 -0.193 2.535
C -2.502 -0.933 3.207
H 2.661 -0.313 5.105
H 2.629 -2.013 4.620
H 3.221 -0.752 3.473
H -0.395 -1.745 5.042
H 1.711 0.141 1.932
H -2.823 -1.033 4.254
H -3.035 -0.107 2.726
H -2.774 -1.854 2.672

## Properties
Maximum force (hartree/bohr): 0.0648
HOMO energy (spin up / spin down) (Eh): -0.154 / -0.159
HOMO-LUMO gap (spin up / spin down) (hartree): 0.2485 / 0.2531
LUMO level (spin up / spin down) (eV): 2.563 / 2.563
Multiplicity: 4
ΔE to the lowest compared entry with this formula, charge and spin (kcal per mole): 16.0
Net charge: -1

A molecular structure, C3H5FOS2 at a distorted geometry, computed with ωB97M-V/def2-TZVPD.

Element x y z (Å)
C 1.534 -0.459 -0.750
C 0.042 -0.580 -1.039
C -0.494 0.267 0.163
H 2.719 -1.139 0.733
H 1.754 0.018 -1.836
H 1.781 0.468 0.204
H -0.352 -1.519 -1.048
H 0.258 -1.494 1.549
O 2.013 -1.902 -0.287
F -0.374 0.152 -2.062
S -0.131 -0.191 1.794
S -1.456 1.576 0.144

## Properties
Maximum force (hartree/bohr): 0.1580
HOMO energy (Eh): -0.325
HOMO-LUMO gap (hartree): 0.2910
LUMO level (eV): -0.922
Multiplicity: 1
ΔE to the lowest compared entry with this formula, charge and spin (kcal per mole): 118.7

A molecular structure, C3H8NOSi at a distorted geometry, computed with ωB97M-V/def2-TZVPD.

Element x y z (Å)
C -2.498 0.053 -0.095
C -1.404 1.122 -0.206
C -1.279 -0.828 0.341
N -0.463 0.314 0.050
O 2.217 0.312 0.276
Si 3.630 -0.042 -0.089
H -3.333 0.219 0.440
H -2.723 -0.074 -1.126
H -1.478 2.148 -0.552
H 0.578 0.247 0.269
H -1.153 -1.081 1.355
H -1.080 -1.688 -0.349
H 4.943 0.529 0.494
H 4.043 -1.231 -0.809

## Properties
Maximum force (hartree/bohr): 0.1375
HOMO energy (spin up / spin down) (Eh): -0.366 / -0.596
HOMO-LUMO gap (spin up / spin down) (hartree): 0.2110 / 0.2855
LUMO level (spin up / spin down) (eV): -4.224 / -8.442
Multiplicity: 3
Net charge: +1

C4H10O2 in the gas phase at a distorted geometry, computed with ωB97M-V/def2-TZVPD.

Element x y z (Å)
C 1.504 0.404 1.395
C 0.818 -0.368 0.286
O 0.191 -1.521 0.818
C -0.217 0.502 -0.478
C -1.487 -0.202 -0.858
O -2.439 0.672 -1.463
H 1.647 1.437 1.082
H 0.839 0.356 2.261
H 2.448 -0.074 1.628
H 1.542 -0.780 -0.410
H 0.555 -2.283 0.358
H 0.230 1.022 -1.331
H -0.487 1.271 0.249
H -1.948 -0.667 0.009
H -1.265 -1.050 -1.525
H -1.931 1.279 -2.020

## Properties
Maximum force (hartree/bohr): 0.0265
HOMO energy (Eh): -0.372
SMILES: C[C@@H](O)CCO
HOMO-LUMO gap (hartree): 0.4001
LUMO level (eV): 0.775
Multiplicity: 1
ΔE to the lowest compared entry with this formula, charge and spin (kcal per mole): 24.1

2 unconnected molecules or ions with the total composition C2H9N2OP3 at a distorted geometry, computed with ωB97M-V/def2-TZVPD.

Element x y z (Å)
C -0.634 1.516 -0.238
C -2.634 0.211 0.218
N 1.363 0.306 1.387
N -1.284 0.391 -0.447
O -0.874 2.591 0.129
P 0.961 -1.994 -0.761
P 1.989 1.253 -1.414
P 2.260 -0.377 0.027
H -3.132 1.200 0.389
H -3.327 -0.422 -0.270
H -2.328 -0.109 1.273
H 1.649 -0.279 2.269
H 1.899 1.233 1.542
H -0.683 -0.380 -0.724
H 2.055 -2.544 -1.550
H 1.316 -2.936 0.374
H 1.403 0.341 -2.202

## Properties
Maximum force (hartree/bohr): 0.0665
HOMO energy (spin up / spin down) (Eh): -0.228 / -0.304
HOMO-LUMO gap (spin up / spin down) (hartree): 0.2501 / 0.2460
LUMO level (spin up / spin down) (eV): 0.594 / -1.582
Multiplicity: 3
ΔE to the lowest compared entry with this formula, charge and spin (kcal per mole): 17.7